{"formula": "C21H22BrIrN4O3", "method": "the ωB97M-V functional and the def2-TZVPD basis", "lumo_ev": -9.2, "relative_energy_ev": 2.128, "total_charge": 2, "homo_ev": -13.214, "energy_ha": -3935.74486, "symbols": ["Ir", "O", "C", "C", "C", "C", "C", "C", "C", "O", "N", "N", "C", "C", "Br", "C", "C", "C", "C", "C", "C", "C", "H", "H", "H", "H", "H", "H", "H", "H", "H", "H", "H", "H", "H", "H", "N", "C", "N", "C", "C", "O", "C", "C", "H", "H", "H", "H", "H", "H", "H", "H"], "xyz": [[-0.13361, -1.66281, -1.28829], [-4.42172, -2.54027, -1.93605], [-4.72486, -1.97812, -0.75515], [-6.01317, -1.43725, -0.64609], [-6.43600, -0.84321, 0.52048], [-5.58806, -0.78643, 1.62017], [-4.32412, -1.33738, 1.54220], [-3.85441, -1.91435, 0.36635], [-2.46142, -2.54851, 0.32170], [-1.88199, -2.63649, -0.92274], [-1.54604, -1.84508, 1.22702], [-0.26886, -1.84851, 0.85299], [0.74812, -1.55260, 1.58910], [2.08848, -1.61905, 1.09250], [2.25977, -2.46263, -0.64365], [3.16700, -1.10047, 1.71462], [4.56878, -1.21835, 1.40095], [5.13317, -2.39627, 0.88688], [6.49971, -2.49274, 0.71841], [7.32083, -1.41336, 1.02341], [6.76974, -0.22595, 1.49547], [5.41139, -0.13654, 1.71099], [-3.51369, -2.84128, -1.95347], [-6.65872, -1.52464, -1.50951], [-7.43214, -0.42880, 0.58940], [-5.91213, -0.31686, 2.53805], [-3.70184, -1.29701, 2.42934], [-2.58561, -3.57692, 0.71759], [-1.78201, -1.75189, 2.20513], [0.62660, -1.26905, 2.63189], [2.94579, -0.48919, 2.58745], [4.50670, -3.25969, 0.69954], [6.93453, -3.41545, 0.36008], [8.39178, -1.50249, 0.90484], [7.40823, 0.62030, 1.70708], [4.97506, 0.78165, 2.08515], [0.20572, 0.26300, -1.78554], [0.19653, 1.41751, -1.63053], [0.18771, 2.68416, -1.44570], [-0.72606, 3.27914, -0.45014], [-1.76806, 4.10881, -1.20498], [-1.12761, 5.08307, -1.99251], [-0.29484, 4.51908, -2.98274], [0.80989, 3.66948, -2.34834], [-0.13966, 3.93681, 0.19311], [-1.19955, 2.50208, 0.14810], [-2.40551, 4.63699, -0.49847], [-2.38264, 3.44425, -1.82796], [0.15056, 5.34877, -3.52708], [-0.88164, 3.90086, -3.67486], [1.45856, 4.30553, -1.74424], [1.40134, 3.16821, -3.11193]], "atomic_forces_ev_per_a": [[-2.52, -1.56, 3.74], [-0.11, -0.09, -0.39], [-0.05, 0.37, 1.15], [0.35, -0.24, -0.20], [0.07, 0.02, 0.12], [0.00, 0.02, 0.15], [0.01, 0.19, 0.04], [-0.06, -0.03, -1.20], [-0.88, -0.46, 1.80], [2.60, 1.47, -1.90], [-0.79, 0.57, -0.37], [1.03, 0.64, -1.96], [-0.12, -0.24, -0.08], [0.44, 0.31, -0.28], [-0.47, 0.76, -0.33], [-0.23, -0.08, -0.13], [0.46, 0.04, -0.10], [-0.24, 0.13, 0.11], [0.13, -0.04, -0.07], [-0.13, 0.03, -0.01], [0.14, -0.02, -0.04], [-0.27, -0.10, -0.06], [0.27, -0.15, -0.02], [-0.02, 0.05, 0.00], [-0.01, 0.00, -0.04], [-0.03, -0.05, 0.02], [-0.03, 0.00, 0.00], [0.20, -0.02, -0.48], [0.27, -0.02, 0.03], [-0.19, -0.27, 0.04], [-0.12, -0.09, 0.05], [0.08, -0.06, 0.04], [-0.01, -0.01, 0.01], [0.01, 0.01, -0.03], [0.00, -0.01, 0.05], [0.06, -0.01, 0.11], [-0.04, -1.18, 0.38], [0.34, 0.22, -0.10], [-0.03, -0.29, 0.11], [-0.62, 0.39, 0.02], [0.16, -0.13, 0.06], [0.08, 0.02, -0.01], [-0.03, -0.20, 0.14], [0.16, 0.45, -0.37], [0.10, -0.11, -0.01], [0.08, -0.07, -0.04], [-0.02, -0.04, -0.01], [-0.04, 0.05, 0.02], [0.02, -0.05, -0.05], [-0.01, 0.05, -0.01], [0.02, -0.10, 0.04], [0.00, -0.09, 0.06]]}